C5H11N | ωB97M-V/def2-TZVPD

Structure (XYZ):
```
17
Properties=species:S:1:pos:R:3:forces:R:3
N 2.71558 2.76352 -1.29323 0.3 0.4 0.2
C -1.74134 -2.99312 0.37809 0.5 -0.2 -2.4
C 0.37519 2.21107 -1.34040 -1.9 -0.2 -0.1
C -1.07252 -1.29474 2.03195 0.6 1.2 -0.4
C -0.75969 -2.00069 0.94984 -0.9 -1.0 0.8
C 1.55888 2.15096 -0.76053 0.3 0.9 -0.4
H 2.59460 3.24557 -2.17481 -0.5 -0.3 -0.1
H -0.29708 -0.83740 2.63880 0.0 0.3 -0.3
H 3.10372 3.46749 -0.67712 0.2 -0.3 0.3
H -2.80590 -2.77884 0.38568 0.0 0.2 0.8
H 0.26387 -2.08181 0.59562 0.0 -0.2 0.3
H -1.51590 -4.01093 0.70213 -0.2 0.1 0.7
H 1.72758 1.68167 0.20114 -0.1 -0.3 -0.2
H -2.07617 -0.92786 2.22918 -0.1 -0.9 0.4
H -0.53597 1.70730 -1.02229 0.6 -0.4 0.7
H 0.04143 2.85440 -2.14443 1.0 0.2 -0.5
H -1.57627 -3.15661 -0.69962 0.2 0.4 0.0
```
Positions in Å, forces in eV/Å.

Values from the calculation:
Maximum force   2.429 eV Å⁻¹
HOMO energy   -8.64 eV
Gap between HOMO and LUMO   9.75 eV
Energy   -6851.30710 eV
Structure (SMILES)   C=CC.C=CN
Multiplicity   1
ΔE to the lowest compared entry with this formula, charge and spin   51.2 kcal/mol

Atomic charges from the Löwdin analysis, expressed in e, are listed below: atom 1 (N): 0.008, atom 2 (C): -0.132, atom 3 (C): -0.035, atom 4 (C): -0.029, atom 5 (C): -0.232, atom 6 (C): -0.297, atom 7 (H): 0.072, atom 8 (H): 0.044, atom 9 (H): 0.072, atom 10 (H): 0.069, atom 11 (H): 0.090, atom 12 (H): 0.072, atom 13 (H): 0.097, atom 14 (H): 0.057, atom 15 (H): 0.039, atom 16 (H): 0.044, atom 17 (H): 0.062